Entry 1:
{"formula": "C4H10N2", "method": "the ωB97M-V functional and the def2-TZVPD basis", "elements": ["C", "C", "N", "C", "C", "N", "H", "H", "H", "H", "H", "H", "H", "H", "H", "H"], "positions_angstrom": [[0.000, -0.779, 1.989], [0.221, -0.606, 0.683], [1.424, -0.967, 0.050], [-0.967, -0.399, -0.250], [-0.674, 0.599, -1.360], [-0.160, 1.926, -0.899], [0.584, -1.291, 2.738], [-0.984, -0.469, 2.324], [1.828, -0.275, -0.558], [2.015, -1.388, 0.752], [-1.200, -1.313, -0.803], [-1.838, -0.100, 0.332], [-0.030, 0.217, -2.154], [-1.634, 0.843, -1.842], [-0.288, 1.955, 0.101], [0.805, 2.006, -1.168]], "e_tot_ha": -267.881177, "homo_energy_ev": -8.5, "largest_force_ev_per_a": 1.96, "charge": 0, "relative_energy_kj_mol": 115.9}

***

Entry 2:
{"formula": "C4H10N2", "method": "the ωB97M-V functional and the def2-TZVPD basis", "elements": ["C", "C", "N", "H", "H", "H", "H", "H", "C", "C", "N", "H", "H", "H", "H", "H"], "positions_angstrom": [[-0.990, 4.078, 4.366], [-0.269, 2.989, 3.993], [0.631, 2.951, 2.863], [-0.764, 5.086, 4.019], [-2.034, 3.939, 4.743], [-0.493, 1.962, 4.330], [1.089, 1.994, 2.774], [-0.004, 3.223, 1.909], [-0.409, -3.660, -4.482], [0.221, -3.576, -3.241], [1.278, -2.799, -3.103], [-0.063, -3.065, -5.351], [-1.314, -4.257, -4.446], [0.020, -4.120, -2.278], [1.387, -2.127, -3.853], [1.715, -2.618, -2.241]], "e_tot_ha": -267.807366, "homo_energy_ev": -7.8, "largest_force_ev_per_a": 4.62, "charge": 0, "relative_energy_kj_mol": 309.7}

***

Entry 3:
{"formula": "C4H10N2", "method": "the ωB97M-V functional and the def2-TZVPD basis", "elements": ["C", "C", "C", "C", "N", "N", "H", "H", "H", "H", "H", "H", "H", "H", "H", "H"], "positions_angstrom": [[-2.007, -1.088, -0.032], [-0.915, -0.024, -0.328], [-1.315, 1.370, 0.212], [0.352, -0.317, 0.254], [1.417, 0.191, -0.418], [2.655, -0.086, 0.162], [-2.543, -1.084, 1.089], [-2.836, -0.853, -0.774], [-1.474, -2.022, -0.214], [-0.768, 0.079, -1.412], [-1.519, 1.347, 1.312], [-0.514, 2.107, -0.017], [-2.267, 1.796, -0.283], [0.508, -0.824, 1.321], [2.749, -0.997, 0.758], [3.469, 0.063, -0.620]], "e_tot_ha": -267.819961, "homo_energy_ev": -8.2, "largest_force_ev_per_a": 6.09, "charge": 0, "relative_energy_kj_mol": 276.6}

***

Entry 4:
{"formula": "C4H10N2", "method": "the ωB97M-V functional and the def2-TZVPD basis", "elements": ["C", "C", "C", "C", "H", "H", "H", "H", "H", "H", "H", "H", "H", "H", "N", "N"], "positions_angstrom": [[2.104, 0.532, 0.032], [-0.342, 0.870, -0.295], [-1.100, -0.434, -0.411], [0.123, -1.051, 0.097], [2.490, 0.388, 1.094], [2.969, 0.276, -0.586], [2.082, 1.606, 0.077], [-0.478, 1.187, 0.822], [-0.570, 1.607, -1.072], [-1.188, -0.755, -1.544], [-2.964, 0.208, -0.064], [-2.234, -0.860, 1.177], [0.498, -2.021, -0.187], [0.158, -1.056, 1.234], [0.827, 0.103, -0.514], [-2.374, -0.601, 0.140]], "e_tot_ha": -267.830489, "homo_energy_ev": -8.8, "largest_force_ev_per_a": 4.38, "charge": 0, "relative_energy_kj_mol": 249.0}

***

Entry 5:
{"formula": "C4H10N2", "method": "the ωB97M-V functional and the def2-TZVPD basis", "elements": ["C", "C", "C", "C", "N", "N", "H", "H", "H", "H", "H", "H", "H", "H", "H", "H"], "positions_angstrom": [[-0.247, -1.453, 0.198], [-0.680, -0.025, 0.172], [-1.892, 0.441, -0.623], [1.946, 0.858, 0.098], [1.030, -1.360, -0.349], [1.010, 0.024, -0.733], [-0.110, -1.795, 1.250], [-0.857, -2.184, -0.476], [-0.631, 0.552, 1.097], [-2.802, 0.047, -0.097], [-1.961, 0.038, -1.701], [-1.958, 1.602, -0.542], [3.015, 0.769, -0.099], [1.447, 1.915, -0.004], [1.762, 0.474, 1.065], [1.809, -1.706, 0.110]], "e_tot_ha": -267.751415, "homo_energy_ev": -7.3, "largest_force_ev_per_a": 3.70, "charge": 0, "relative_energy_kj_mol": 456.6}

***

Entry 6:
{"formula": "C4H10N2", "method": "the ωB97M-V functional and the def2-TZVPD basis", "elements": ["C", "C", "C", "N", "H", "H", "H", "H", "H", "H", "H", "C", "N", "H", "H", "H"], "positions_angstrom": [[0.373, 0.842, -1.957], [0.315, -0.161, -0.849], [-0.953, -0.960, -0.724], [1.360, -0.342, -0.144], [-0.396, 1.600, -1.815], [0.184, 0.350, -2.911], [1.352, 1.311, -1.989], [-0.808, -1.944, -1.172], [-1.785, -0.468, -1.221], [-1.191, -1.106, 0.331], [1.303, -1.132, 0.495], [0.098, 0.735, 2.188], [-0.489, -0.321, 2.540], [-0.368, 1.315, 1.382], [0.968, 1.198, 2.663], [0.037, -0.915, 3.183]], "e_tot_ha": -267.870509, "homo_energy_ev": -9.6, "largest_force_ev_per_a": 0.91, "charge": 0, "relative_energy_kj_mol": 143.9}

***

Entry 7:
{"formula": "C4H10N2", "method": "the ωB97M-V functional and the def2-TZVPD basis", "elements": ["H", "N", "C", "N", "H", "H", "H", "C", "C", "C", "H", "H", "H", "H", "H", "H"], "positions_angstrom": [[0.608, -1.416, 1.485], [1.251, -2.093, 1.085], [1.586, -1.606, -0.054], [2.645, -2.114, -0.741], [1.045, -0.797, -0.520], [3.164, -2.738, -0.141], [2.850, -1.936, -1.696], [-2.012, 0.819, -0.726], [-2.146, 2.099, -0.378], [-1.494, 2.758, 0.825], [-2.799, 0.321, -1.279], [-1.094, 0.255, -0.588], [-2.594, 2.866, -1.009], [-1.142, 3.757, 0.538], [-0.613, 2.197, 1.166], [-2.162, 2.841, 1.676]], "e_tot_ha": -267.847650, "homo_energy_ev": -9.1, "largest_force_ev_per_a": 1.73, "charge": 0, "relative_energy_kj_mol": 203.9}

***

Entry 8:
{"formula": "C4H10N2", "method": "the ωB97M-V functional and the def2-TZVPD basis", "elements": ["H", "N", "C", "C", "C", "N", "C", "H", "H", "H", "H", "H", "H", "H", "H", "H"], "positions_angstrom": [[-2.476, -0.122, 0.854], [-1.764, 0.635, 0.682], [-0.588, 0.145, 0.446], [0.473, 1.120, 0.091], [0.541, 1.202, -1.443], [-0.245, -1.170, 0.352], [1.143, -1.675, 0.157], [1.473, 0.798, 0.399], [0.237, 2.125, 0.404], [0.374, 0.120, -1.834], [-0.279, 1.860, -1.899], [1.534, 1.672, -1.803], [-0.840, -1.800, 0.866], [2.042, -1.210, 0.891], [1.589, -1.610, -0.964], [0.993, -2.828, 0.350]], "e_tot_ha": -267.868224, "homo_energy_ev": -8.9, "largest_force_ev_per_a": 3.47, "charge": 0, "relative_energy_kj_mol": 149.9}

***

Entry 9:
{"formula": "C4H10N2", "method": "the ωB97M-V functional and the def2-TZVPD basis", "elements": ["C", "C", "C", "C", "H", "H", "H", "H", "H", "H", "H", "H", "H", "H", "N", "N"], "positions_angstrom": [[2.397, -1.172, 0.186], [-0.739, 0.364, -0.320], [-1.559, 0.113, 0.996], [-1.152, 1.355, -1.312], [2.864, -1.328, 1.303], [2.518, -2.133, -0.686], [2.876, 0.045, -0.315], [0.518, -1.233, 1.152], [-2.467, 0.741, 1.085], [-0.966, 0.148, 1.886], [-1.930, -0.952, 0.957], [-0.592, 2.342, -1.238], [-2.196, 1.622, -1.179], [-1.032, 1.040, -2.432], [1.020, -0.903, 0.374], [0.440, -0.050, -0.457]], "e_tot_ha": -267.786931, "homo_energy_ev": -7.8, "largest_force_ev_per_a": 4.62, "charge": 0, "relative_energy_kj_mol": 363.4}

***

Entry 10:
{"formula": "C4H10N2", "method": "the ωB97M-V functional and the def2-TZVPD basis", "elements": ["C", "C", "C", "N", "C", "N", "H", "H", "H", "H", "H", "H", "H", "H", "H", "H"], "positions_angstrom": [[-1.145, -2.146, 0.132], [-1.321, -0.616, -0.288], [-0.387, 0.467, 0.241], [0.904, 0.485, -0.362], [1.559, 1.684, -0.285], [2.661, 1.748, 0.479], [-0.248, -2.590, -0.315], [-1.384, -2.255, 1.203], [-1.950, -2.705, -0.388], [-2.308, -0.333, -0.073], [-1.182, -0.552, -1.347], [-0.842, 1.450, 0.089], [-0.120, 0.444, 1.277], [1.631, -0.236, -0.425], [0.897, 2.603, -0.425], [3.236, 2.554, 0.486]], "e_tot_ha": -267.538809, "spin_multiplicity": 2, "homo_energy_ev": [-15.8, -15.7], "largest_force_ev_per_a": 4.18, "charge": 1, "relative_energy_kj_mol": 288.6}

***

Entry 11:
{"formula": "C4H10N2", "method": "the ωB97M-V functional and the def2-TZVPD basis", "elements": ["C", "C", "C", "C", "N", "N", "H", "H", "H", "H", "H", "H", "H", "H", "H", "H"], "positions_angstrom": [[2.666, 0.113, 0.132], [1.490, 0.320, 0.059], [-2.026, -0.560, -1.043], [-2.746, 0.554, 0.907], [4.021, -0.100, 0.068], [-1.841, -0.157, 0.268], [-1.051, -0.331, -1.412], [-1.917, -1.671, -1.295], [-2.865, -0.201, -1.616], [-2.423, 1.060, 1.800], [-3.554, 1.065, 0.419], [-3.216, -0.233, 1.668], [4.569, 0.618, 0.538], [4.139, 0.186, -0.930], [4.284, -1.092, 0.192], [0.468, 0.430, 0.244]], "e_tot_ha": -267.031461, "homo_energy_ev": -19.2, "largest_force_ev_per_a": 2.76, "charge": 2, "relative_energy_kj_mol": 436.5}

***

Entry 12:
{"formula": "C4H10N2O", "method": "the ωB97M-V functional and the def2-TZVPD basis", "elements": ["C", "N", "C", "C", "C", "N", "O", "H", "H", "H", "H", "H", "H", "H", "H", "H", "H"], "positions_angstrom": [[1.643, 0.723, 0.880], [0.643, -0.215, 1.355], [-1.597, 0.560, 0.721], [-0.525, -0.470, 0.459], [-0.173, -0.536, -1.036], [-1.133, -1.333, -1.805], [1.370, 1.543, -0.080], [2.654, 0.438, 1.179], [1.024, -1.136, 1.564], [-1.896, 0.509, 1.756], [-2.442, 0.382, 0.050], [-1.132, 1.533, 0.534], [-0.871, -1.448, 0.766], [-0.129, 0.476, -1.422], [0.822, -0.981, -1.092], [-0.860, -2.147, -2.322], [-1.947, -0.865, -2.151]], "e_tot_ha": -343.091985, "spin_multiplicity": 2, "homo_energy_ev": [1.0, -3.2], "largest_force_ev_per_a": 1.20, "charge": -1, "relative_energy_kj_mol": 80.4}

***

Entry 13:
{"formula": "C4H10N2O", "method": "the ωB97M-V functional and the def2-TZVPD basis", "elements": ["C", "C", "N", "O", "C", "C", "N", "H", "H", "H", "H", "H", "H", "H", "H", "H", "H"], "positions_angstrom": [[2.832, 0.188, -0.198], [1.786, 0.041, 0.857], [0.550, -0.158, 0.685], [0.104, -0.162, -0.627], [-1.392, 0.000, -0.623], [-2.059, -1.108, 0.169], [-1.856, 1.276, -0.203], [3.261, -0.786, -0.439], [3.633, 0.843, 0.146], [2.383, 0.588, -1.105], [2.088, 0.067, 1.895], [-1.573, -0.112, -1.697], [-1.900, -0.957, 1.233], [-1.625, -2.063, -0.112], [-3.122, -1.100, -0.052], [-1.415, 2.030, -0.717], [-1.693, 1.414, 0.789]], "e_tot_ha": -343.102697, "homo_energy_ev": -9.3, "largest_force_ev_per_a": 0.94, "charge": 0, "relative_energy_kj_mol": 259.3}

***

Entry 14:
{"formula": "C4H10N2O", "method": "the ωB97M-V functional and the def2-TZVPD basis", "elements": ["C", "C", "N", "C", "C", "N", "O", "H", "H", "H", "H", "H", "H", "H", "H", "H", "H"], "positions_angstrom": [[-1.066, 1.084, 1.067], [0.242, 0.584, 0.429], [1.329, 1.121, 1.254], [0.230, -0.927, 0.185], [-0.460, -1.288, -1.114], [0.100, -0.932, -2.307], [-1.484, -1.956, -1.094], [-1.060, 0.753, 2.102], [-1.138, 2.139, 0.828], [-1.938, 0.607, 0.616], [0.378, 1.100, -0.523], [2.234, 1.022, 0.808], [1.398, 0.606, 2.134], [-0.202, -1.526, 0.972], [1.273, -1.243, 0.033], [-0.487, -1.051, -3.111], [0.650, -0.093, -2.281]], "e_tot_ha": -343.175817, "homo_energy_ev": -9.4, "largest_force_ev_per_a": 2.04, "charge": 0, "relative_energy_kj_mol": 67.3}

***

Entry 15:
{"formula": "C4H10N2O", "method": "the ωB97M-V functional and the def2-TZVPD basis", "elements": ["C", "N", "C", "C", "C", "N", "O", "H", "H", "H", "H", "H", "H", "H", "H", "H", "H"], "positions_angstrom": [[-2.347, -1.166, 0.087], [-1.149, -0.503, 0.558], [-0.034, -0.379, -0.372], [-0.430, 0.525, -1.567], [1.068, 0.328, 0.410], [2.056, 0.983, -0.328], [1.191, 0.136, 1.601], [-3.251, -0.565, 0.223], [-2.546, -2.101, 0.569], [-2.348, -1.322, -0.991], [-0.760, -0.917, 1.393], [0.291, -1.330, -0.724], [-1.409, 0.151, -1.860], [-0.682, 1.484, -1.115], [0.237, 0.481, -2.416], [2.876, 1.110, 0.248], [1.728, 1.816, -0.793]], "e_tot_ha": -343.150914, "homo_energy_ev": -8.8, "largest_force_ev_per_a": 2.44, "charge": 0, "relative_energy_kj_mol": 132.7}